{
  "formula": "C29H35BrGaIN10O3",
  "method": "ωB97M-V/def2-TZVPD",
  "largest_force_ev_per_a": 0.57,
  "charge": 2,
  "total_energy_ev": -182194.228,
  "e_above_lowest_kj_mol": 0.0,
  "lumo_energy_ev": -6.997,
  "elements": ["Ga", "Br", "C", "C", "C", "C", "C", "C", "N", "C", "C", "C", "C", "C", "C", "N", "H", "H", "H", "H", "H", "H", "H", "H", "H", "I", "C", "C", "N", "N", "C", "H", "H", "H", "C", "C", "C", "C", "C", "C", "O", "N", "C", "O", "N", "C", "O", "H", "H", "H", "H", "H", "H", "H", "H", "H", "H", "H", "C", "N", "C", "N", "C", "N", "C", "N", "C", "C", "H", "H", "H", "H", "H", "H", "H", "H", "H", "H", "H", "H"],
  "xyz": [[-0.85473, -0.10418, 0.05760], [0.68260, 3.75706, 6.44343], [0.15162, 2.50475, 5.16240], [-0.30694, 2.93404, 3.92694], [-0.67951, 1.99578, 2.97782], [-0.60598, 0.64025, 3.25896], [-0.15238, 0.21946, 4.50462], [0.22836, 1.14927, 5.45446], [-1.03845, -0.28201, 2.24933], [-1.37576, -1.46406, 2.54163], [-1.97822, -2.30805, 1.49749], [-2.48389, -3.55168, 1.79381], [-3.22371, -4.22308, 0.82887], [-3.46373, -3.59875, -0.38056], [-2.90380, -2.35434, -0.61177], [-2.14159, -1.72477, 0.29094], [-0.36943, 3.99155, 3.70751], [-1.03992, 2.33124, 2.01547], [-0.05930, -0.83154, 4.75292], [0.59219, 0.82352, 6.41980], [-1.35255, -1.85723, 3.55355], [-2.32343, -3.97634, 2.77684], [-3.62919, -5.20561, 1.03323], [-4.07490, -4.06053, -1.14419], [-3.07836, -1.84539, -1.54397], [-5.92985, 3.18437, 0.79335], [-4.01229, 2.62905, 0.31922], [-2.95607, 3.44231, -0.05171], [-1.89516, 2.66124, -0.28267], [-2.20241, 1.36646, -0.06963], [-3.49032, 1.34028, 0.30166], [-2.90173, 4.51366, -0.17010], [-0.90194, 2.92210, -0.42118], [-3.98779, 0.40832, 0.52293], [3.60372, -1.52517, -1.45202], [3.77329, -1.44945, 0.06008], [3.07128, -0.26338, 0.73401], [3.30082, -0.36449, 2.27941], [3.11396, 0.91954, 3.07742], [3.70387, 1.04767, 0.28623], [4.88590, 1.18314, 0.15459], [2.84218, 2.14155, 0.09116], [1.47654, 2.10456, 0.07917], [0.80697, 3.09617, -0.17383], [0.88653, 0.87534, 0.30505], [1.59472, -0.25220, 0.47202], [0.87914, -1.29146, 0.40471], [4.21700, -2.32714, -1.86194], [3.91873, -0.59876, -1.94220], [2.56996, -1.74303, -1.72640], [4.82943, -1.34613, 0.30275], [3.41523, -2.36397, 0.53503], [4.32962, -0.70858, 2.38810], [2.65547, -1.16618, 2.64819], [3.86517, 1.66626, 2.81128], [3.23615, 0.70866, 4.13964], [2.12667, 1.36211, 2.94264], [3.28102, 3.02522, -0.13574], [-1.78154, 0.26787, -2.84237], [-1.59903, 0.15173, -4.26490], [-1.37466, -1.25647, -4.61680], [-0.18134, -1.79228, -3.95165], [-0.35667, -1.70814, -2.52456], [-0.59666, -0.28080, -2.05803], [0.60556, 0.51989, -2.55374], [0.78208, 0.42466, -3.97908], [-0.41587, 0.92876, -4.65601], [0.97697, -0.98254, -4.34667], [-2.67886, -0.26803, -2.54784], [-1.90480, 1.31455, -2.57350], [-1.24748, -1.33549, -5.69472], [-2.24741, -1.84640, -4.32888], [0.52347, -2.07682, -2.00530], [-1.20814, -2.31656, -2.23851], [1.49114, 0.12818, -2.06286], [0.44992, 1.56009, -2.27148], [-0.27697, 0.85349, -5.73301], [-0.56786, 1.97748, -4.39676], [1.87162, -1.36640, -3.85778], [1.11173, -1.05418, -5.42392]],
  "forces_ev_per_angstrom": [[0.048, 0.071, -0.168], [0.041, 0.101, 0.099], [-0.003, -0.003, 0.004], [-0.027, -0.036, -0.137], [-0.012, 0.177, -0.112], [-0.026, -0.224, -0.156], [0.135, -0.122, 0.131], [-0.003, -0.105, -0.006], [0.234, 0.511, -0.091], [-0.285, -0.379, 0.043], [0.073, 0.276, 0.039], [-0.083, -0.177, 0.078], [-0.025, -0.108, 0.051], [-0.047, 0.011, -0.055], [0.065, 0.038, 0.178], [0.024, -0.197, 0.028], [0.000, -0.034, 0.002], [0.006, -0.005, 0.022], [0.022, 0.060, -0.035], [-0.012, 0.008, -0.027], [-0.031, -0.022, 0.006], [-0.006, 0.004, -0.044], [0.004, 0.024, -0.002], [0.024, 0.020, 0.022], [-0.030, 0.027, -0.054], [-0.058, 0.032, 0.011], [-0.026, -0.105, -0.003], [0.110, 0.089, -0.094], [0.044, -0.058, -0.032], [-0.200, 0.057, 0.316], [0.044, -0.045, -0.123], [0.016, -0.048, 0.016], [-0.002, 0.093, 0.125], [0.036, 0.033, 0.024], [0.029, 0.013, 0.032], [0.004, -0.035, -0.094], [-0.142, 0.092, -0.035], [-0.019, -0.018, 0.023], [0.035, -0.003, 0.000], [0.037, 0.175, -0.041], [-0.056, -0.006, 0.008], [-0.050, -0.230, 0.026], [0.103, 0.006, 0.036], [-0.032, -0.100, -0.028], [0.175, 0.119, 0.074], [-0.132, -0.078, 0.041], [0.104, 0.131, 0.034], [-0.004, 0.017, 0.022], [-0.023, -0.033, 0.026], [0.045, -0.004, 0.027], [0.029, -0.022, 0.006], [-0.005, -0.009, -0.013], [-0.002, -0.010, 0.023], [0.005, 0.025, 0.018], [-0.038, -0.042, 0.011], [-0.009, 0.001, -0.020], [-0.097, 0.021, -0.003], [0.007, 0.039, -0.004], [0.160, -0.068, -0.152], [0.131, -0.059, 0.116], [0.031, 0.027, 0.013], [-0.027, 0.165, 0.073], [-0.002, 0.100, -0.185], [-0.103, 0.019, -0.064], [-0.068, -0.073, -0.177], [-0.125, -0.068, 0.107], [-0.004, -0.050, 0.011], [-0.032, 0.012, -0.014], [-0.094, -0.057, 0.046], [0.019, 0.051, -0.005], [0.000, -0.005, -0.015], [-0.006, 0.002, 0.009], [0.074, -0.026, 0.039], [0.001, -0.026, -0.016], [0.040, -0.023, 0.010], [-0.017, 0.068, 0.008], [-0.004, -0.003, -0.006], [-0.006, 0.005, 0.009], [0.012, -0.004, 0.003], [0.005, 0.001, -0.027]],
  "lowdin_charge": [0.483, 0.844, -0.692, -0.091, -0.020, -0.239, -0.013, -0.099, 0.104, -0.020, -0.204, 0.040, 0.019, 0.012, -0.079, 0.093, 0.117, 0.091, 0.118, 0.118, 0.145, 0.139, 0.137, 0.134, 0.103, 0.981, -0.754, -0.082, 0.042, -0.039, -0.146, 0.145, 0.115, 0.122, -0.058, -0.154, -0.285, -0.124, -0.055, -0.388, 0.173, 0.247, -0.489, 0.068, 0.152, -0.375, 0.056, 0.096, 0.095, 0.038, 0.130, 0.133, 0.135, 0.128, 0.093, 0.092, 0.058, 0.186, -0.153, -0.069, -0.131, -0.066, -0.141, -0.075, -0.138, -0.062, -0.130, -0.126, 0.112, 0.121, 0.140, 0.135, 0.118, 0.104, 0.107, 0.128, 0.141, 0.138, 0.124, 0.141]
}